Computed, not measured: a structure of composition C20H38N7O2P2S2 at a distorted geometry, with ωB97M-V with the def2-TZVPD basis set.

Values from the calculation:
Kohn-Sham gap	2.8	eV
lowest unoccupied orbital energy	-7.2	eV
DFT total energy	-76119.0807	eV
total charge	+1
energy relative to the best compared isomer or geometry (same formula, charge and spin)	117.46	kJ/mol

Each line ends with the Löwdin charge.
Atoms and positions in Å:
1 C 1.3820 1.6761 0.6447  -0.181
2 C 0.9120 2.8792 -0.1959  -0.520
3 S -0.9088 2.9382 -0.4393  0.881
4 C -1.5251 2.7864 1.2755  -0.410
5 C -3.0222 2.5391 1.3763  -0.175
6 C -3.6994 1.4453 0.8929  -0.134
7 C -2.9490 0.3587 0.1363  -0.097
8 C -2.4611 -0.8598 1.0522  -0.637
9 N -1.4436 -1.5902 0.2861  0.079
10 N -3.5499 -1.7224 1.4411  0.081
11 N -1.9000 -0.2327 2.2865  0.086
12 C -5.1623 1.3652 1.1254  -0.229
13 P -6.1689 -0.0817 0.5478  0.732
14 O -5.8196 -0.5380 -0.8246  -0.441
15 C -5.8587 2.3346 1.7996  -0.285
16 P -7.6747 2.2003 2.1383  0.726
17 N -7.9429 0.8481 2.9291  -0.337
18 C -5.2052 3.5331 2.2993  -0.396
19 N -5.7584 4.5422 2.9486  -0.220
20 S -4.4737 5.5429 3.2293  1.035
21 N -3.2763 4.6915 2.5676  -0.239
22 C -3.7808 3.5601 2.0483  -0.277
23 H 1.0381 0.7060 0.2351  0.047
24 H 1.0425 1.7155 1.6922  0.064
25 H 2.4873 1.6098 0.7012  0.066
26 H 1.1652 3.7845 0.3891  0.074
27 H 1.4479 2.9674 -1.1507  0.064
28 H -1.0309 2.0005 1.8669  0.059
29 H -1.2967 3.7386 1.7838  0.074
30 H -2.0377 0.7321 -0.3516  0.044
31 H -3.5600 -0.1028 -0.6575  0.103
32 H -0.9738 -2.1902 0.9667  0.075
33 H -0.7384 -0.9271 -0.0312  0.045
34 H -4.1443 -1.9589 0.6525  0.064
35 H -4.0858 -1.2403 2.1546  0.053
36 H -0.8949 -0.2185 2.1505  0.059
37 H -2.1455 -0.8426 3.0641  0.080
38 H -5.9896 -1.0822 1.5370  0.019
39 H -7.5500 0.2257 0.5752  -0.008
40 H -8.3888 2.1925 0.9170  0.003
41 H -8.0304 3.2865 2.9735  0.017
42 H -8.3398 1.0639 3.8412  -0.041
43 C 5.8875 -1.8330 -0.0946  -0.012
44 C 4.5474 -2.4029 -0.6041  -0.437
45 C 4.7935 -3.6116 -1.5278  -0.104
46 C 5.3216 -3.2281 -2.9071  -0.152
47 C 4.3898 -2.2221 -3.5835  -0.102
48 C 4.1267 -0.9680 -2.7309  -0.433
49 N 3.7436 -1.3275 -1.3090  0.097
50 O 2.5772 -1.6551 -1.2989  0.213
51 C 5.3795 -0.0591 -2.7493  -0.017
52 C 3.0497 -0.1148 -3.4190  -0.014
53 C 3.8673 -2.8937 0.6820  -0.017
54 H 6.4870 -2.6322 0.3388  0.106
55 H 6.5110 -1.3891 -0.8647  0.066
56 H 5.7265 -1.0802 0.6777  0.102
57 H 3.8595 -4.1702 -1.6559  0.139
58 H 5.4910 -4.2954 -1.0445  0.143
59 H 6.3354 -2.8282 -2.8274  0.117
60 H 5.3969 -4.1242 -3.5265  0.134
61 H 4.8159 -1.9254 -4.5418  0.146
62 H 3.4430 -2.7260 -3.8054  0.139
63 H 5.3373 0.6937 -1.9602  0.104
64 H 5.4501 0.4730 -3.6957  0.100
65 H 6.3151 -0.6069 -2.6610  0.072
66 H 2.1238 -0.6640 -3.5919  0.096
67 H 3.4006 0.2139 -4.3941  0.105
68 H 2.8182 0.7751 -2.8298  0.098
69 H 3.6308 -2.0597 1.3451  0.102
70 H 4.5361 -3.5645 1.2171  0.108
71 H 2.9501 -3.4504 0.4878  0.094